# 1
ORCA calculation (ωB97M-V/def2-TZVPD) on a molecular structure, C34H25Br2F3IO20P.

Results
HOMO-LUMO gap	0.2470	hartree
relative energy (zero: lowest compared OMol25 entry of this formula, charge and spin)	651.1	kJ/mol
energy	-242226.6154	eV
HOMO level	-8.7	eV

Structure (XYZ):
```
86
Properties=species:S:1:pos:R:3:lowdin_charge:R:1
O 4.079 -8.085 4.930 -0.3452
P 4.210 -7.109 3.654 0.6713
O 3.992 -8.171 2.252 -0.8544
I 5.476 -7.914 0.906 0.9871
O 2.946 -5.924 3.828 -0.2588
C 1.811 -6.477 3.065 -0.2488
C 0.364 -5.766 3.363 -0.1519
C 0.298 -4.159 3.045 -0.6289
F 1.070 -3.928 1.782 -0.0799
Br 1.030 -3.074 4.608 0.6899
C -1.286 -3.651 2.890 -0.6079
F -2.074 -4.506 1.953 -0.0676
F -1.243 -2.216 2.459 -0.0682
Br -2.106 -3.813 4.738 0.7045
O 5.831 -6.479 3.695 -0.2809
C 5.910 -5.084 3.238 -0.2183
C 5.104 -4.412 1.980 -0.0461
C 5.375 -2.833 1.624 -0.0483
C 6.422 -1.874 2.451 -0.0525
C 7.258 -2.527 3.703 -0.0596
C 6.974 -4.100 4.069 0.0053
H 2.000 -6.383 1.891 0.1383
H 1.665 -7.637 3.306 0.1460
H -0.430 -6.330 2.673 0.1510
H 0.073 -6.013 4.477 0.1271
H 4.363 -5.087 1.359 0.0555
H 4.786 -2.323 0.726 0.0953
H 6.620 -0.731 2.185 0.0646
H 8.047 -1.925 4.323 0.0846
H 7.601 -4.566 4.967 0.1012
C -4.652 -2.837 0.746 0.0839
C -4.281 -1.710 0.136 -0.1938
C -5.216 -0.966 -0.752 -0.2776
O -4.852 0.077 -1.284 0.0876
C -6.560 -1.527 -0.961 0.0853
C -6.931 -2.656 -0.354 -0.2016
C -6.004 -3.385 0.556 -0.2988
O -6.380 -4.410 1.114 0.1103
O -8.191 -3.190 -0.548 0.0838
O -3.011 -1.191 0.308 0.0789
H -3.983 -3.387 1.396 0.1123
H -7.224 -0.986 -1.623 0.1305
H -8.217 -4.005 -0.001 0.1171
H -2.988 -0.373 -0.234 0.1182
C -7.921 3.500 -3.441 0.0819
C -7.832 4.220 -4.562 -0.2074
C -6.828 3.896 -5.612 -0.3104
O -6.783 4.563 -6.639 0.1043
C -5.912 2.771 -5.366 0.0574
C -5.998 2.054 -4.244 -0.2149
C -7.021 2.361 -3.206 -0.2917
O -7.088 1.672 -2.194 0.1030
O -5.139 0.997 -4.005 0.0755
O -8.673 5.294 -4.788 0.0788
H -8.648 3.724 -2.671 0.1376
H -5.175 2.557 -6.129 0.1406
H -5.403 0.638 -3.130 0.0713
H -8.412 5.649 -5.666 0.1162
C 6.760 4.599 2.647 0.0794
C 6.304 3.512 2.022 -0.2051
C 7.137 2.283 1.900 -0.2983
O 6.683 1.293 1.336 0.0760
C 8.494 2.311 2.466 0.0781
C 8.951 3.400 3.088 -0.2056
C 8.109 4.618 3.235 -0.3039
O 8.550 5.597 3.828 0.1103
O 10.227 3.434 3.621 0.0833
O 5.039 3.487 1.465 0.0827
H 6.165 5.498 2.745 0.1392
H 9.095 1.418 2.355 0.1379
H 10.320 4.327 4.018 0.1181
H 4.944 2.591 1.073 0.1171
C -2.910 6.765 -3.951 0.0800
C -1.739 7.220 -4.403 -0.2071
C -0.723 6.298 -4.982 -0.3063
O 0.336 6.747 -5.406 0.1059
C -1.036 4.861 -5.017 0.0784
C -2.205 4.406 -4.563 -0.1998
C -3.232 5.331 -4.009 -0.2927
O -4.305 4.885 -3.616 0.1076
O -2.505 3.057 -4.590 0.0818
O -1.428 8.566 -4.349 0.0802
H -3.659 7.424 -3.530 0.1381
H -0.281 4.200 -5.424 0.1379
H -3.407 2.982 -4.209 0.0872
H -0.528 8.641 -4.736 0.1167
```



# 2
ORCA calculation (ωB97M-V/def2-TZVPD) on a molecular structure, C34H25BrCuF4N4O5P.

Results
HOMO-LUMO gap	0.2881	hartree
relative energy (zero: lowest compared OMol25 entry of this formula, charge and spin)	0.0	kJ/mol
energy	-186703.7970	eV
HOMO level	-7.8	eV

Structure (XYZ):
```
75
Properties=species:S:1:pos:R:3:lowdin_charge:R:1
Cu 1.448 0.627 -0.631 0.1347
F 0.897 6.458 4.075 0.1456
C 0.666 5.459 3.237 -0.1365
C -0.543 5.376 2.572 -0.1332
F -1.480 6.295 2.781 0.1383
C -0.770 4.336 1.690 -0.2198
F -1.947 4.318 1.069 0.1150
C 0.178 3.348 1.437 -0.2777
P -0.157 1.990 0.215 1.0931
C -1.559 1.187 1.084 -0.3205
C -2.908 1.453 0.861 -0.0835
C -3.875 0.779 1.593 -0.0747
C -3.512 -0.152 2.556 -0.0768
C -2.170 -0.415 2.788 -0.0727
C -1.199 0.246 2.050 -0.0899
C -0.867 2.901 -1.189 -0.3599
C -0.420 4.185 -1.490 -0.0861
C -0.861 4.830 -2.634 -0.0694
C -1.740 4.191 -3.496 -0.0775
C -2.151 2.895 -3.225 -0.0692
C -1.706 2.244 -2.085 -0.0999
C 1.384 3.442 2.141 -0.5721
Br 2.747 2.146 2.003 0.8536
C 1.623 4.485 3.024 -0.2677
F 2.774 4.567 3.687 0.0792
H -3.206 2.189 0.129 0.0994
H -4.921 0.992 1.410 0.1047
H -4.275 -0.665 3.127 0.1036
H -1.869 -1.142 3.533 0.0934
H -0.152 0.023 2.210 0.0923
H 0.283 4.679 -0.829 0.1090
H -0.506 5.828 -2.854 0.1060
H -2.087 4.695 -4.388 0.1037
H -2.815 2.381 -3.909 0.1057
H -1.996 1.217 -1.900 0.1077
O 4.556 -0.736 -5.226 0.1203
C 5.155 -1.235 -4.168 -0.5177
O 6.104 -1.981 -4.235 0.0852
C 4.619 -0.815 -2.842 -0.0446
C 5.223 -1.107 -1.640 0.0058
N 4.444 -0.594 -0.673 0.0377
N 3.362 0.010 -1.171 0.0482
C 3.443 -0.113 -2.487 -0.1103
C 2.315 0.447 -3.321 -0.5453
O 2.502 0.563 -4.543 0.0468
O 1.268 0.746 -2.682 -0.0582
H 3.718 -0.220 -4.987 0.0450
H 6.147 -1.630 -1.454 0.1388
H 4.567 -0.633 0.322 0.1591
C -1.155 -5.147 -0.490 -0.0022
N -1.060 -3.697 -0.477 -0.0800
N -0.202 -3.096 0.438 0.0642
C 0.287 -1.912 -0.109 -0.3789
O 1.029 -1.140 0.528 -0.0588
C -0.278 -1.829 -1.420 0.0813
C -1.035 -2.943 -1.612 -0.2526
C -1.742 -3.389 -2.841 -0.0009
C -0.368 -3.326 1.823 -0.1978
C -1.611 -3.696 2.330 -0.0423
C -1.768 -3.893 3.693 -0.0900
C -0.700 -3.692 4.556 -0.0912
C 0.530 -3.302 4.047 -0.0686
C 0.707 -3.131 2.683 -0.0056
H -0.980 -5.522 0.514 0.0865
H -0.416 -5.592 -1.163 0.1006
H -2.152 -5.446 -0.808 0.0965
H -0.085 -1.028 -2.118 0.1037
H -1.704 -2.598 -3.584 0.0916
H -2.782 -3.636 -2.624 0.0912
H -1.263 -4.278 -3.258 0.0911
H -2.453 -3.803 1.659 0.1186
H -2.733 -4.190 4.082 0.1079
H -0.828 -3.836 5.621 0.1042
H 1.365 -3.136 4.715 0.1072
H 1.662 -2.832 2.278 0.1155
```



# 3
ORCA calculation (ωB97M-V/def2-TZVPD) on a molecular structure, C34H25Cl3N3OPRhSi.

Results
net charge	+1
HOMO-LUMO gap (spin up / spin down)	0.1794 / 0.2376	hartree
relative energy (zero: lowest compared OMol25 entry of this formula, charge and spin)	133.2	kJ/mol
multiplicity	5
⟨S²⟩	6.052
energy	-99920.8425	eV
HOMO level (spin up / spin down)	-7.9 / -11.3	eV

Structure (XYZ):
```
69
Properties=species:S:1:pos:R:3:nbo_charge:R:1
Rh 0.257 -0.102 0.451 0.7671
C 1.656 2.000 -3.137 -0.2687
C 0.554 2.823 -3.412 -0.1509
C -0.569 2.730 -2.633 -0.2347
C -0.606 1.826 -1.562 0.2261
N 0.492 1.049 -1.280 -0.5145
C 1.580 1.148 -2.070 0.0595
C -1.733 1.643 -0.698 0.0609
C -2.940 2.311 -0.708 -0.1593
C -3.893 2.026 0.263 -0.2230
C -3.623 1.082 1.286 -0.1944
C -2.432 0.431 1.291 0.0930
N -1.532 0.683 0.279 -0.5051
C -1.930 -0.487 2.316 0.2598
C -2.722 -1.041 3.316 -0.2310
C -2.149 -1.847 4.275 -0.1309
C -0.781 -2.095 4.227 -0.2482
C -0.055 -1.550 3.195 0.0607
N -0.598 -0.774 2.248 -0.4885
H 2.554 2.031 -3.738 0.2351
H 0.590 3.525 -4.235 0.2311
H -1.434 3.347 -2.838 0.2263
H 2.414 0.501 -1.824 0.2047
H -3.138 3.072 -1.452 0.2283
H -4.838 2.551 0.254 0.2311
H -4.351 0.900 2.069 0.2291
H -3.787 -0.841 3.321 0.2387
H -2.758 -2.280 5.061 0.2377
H -0.289 -2.702 4.976 0.2408
H 1.010 -1.723 3.111 0.2102
O 2.682 1.182 1.219 -0.4510
C 2.278 0.149 0.836 0.4586
C 3.117 -1.055 0.468 -0.0944
C 4.472 -0.986 0.777 -0.1763
C 5.291 -2.078 0.543 -0.1887
C 4.752 -3.236 0.003 -0.1681
C 3.402 -3.301 -0.311 -0.1982
C 2.565 -2.211 -0.086 -0.3433
P 0.778 -2.255 -0.530 0.9513
C 0.695 -2.055 -2.336 -0.3837
C 1.716 -2.446 -3.202 -0.1388
C 1.567 -2.279 -4.575 -0.2223
C 0.407 -1.713 -5.086 -0.1830
C -0.603 -1.300 -4.228 -0.1988
C -0.458 -1.469 -2.858 -0.1957
C 0.352 -3.995 -0.247 -0.3996
C -0.268 -4.763 -1.228 -0.1983
C -0.618 -6.082 -0.960 -0.1990
C -0.345 -6.637 0.280 -0.1842
C 0.261 -5.868 1.270 -0.2215
C 0.599 -4.551 1.011 -0.1413
H 4.866 -0.068 1.197 0.2412
H 6.345 -2.029 0.790 0.2359
H 5.390 -4.094 -0.178 0.2335
H 2.989 -4.212 -0.728 0.2359
H 2.629 -2.882 -2.814 0.2108
H 2.358 -2.596 -5.244 0.2268
H 0.288 -1.598 -6.157 0.2277
H -1.504 -0.843 -4.623 0.2267
H -1.248 -1.151 -2.183 0.2169
H -0.470 -4.338 -2.204 0.2336
H -1.108 -6.674 -1.724 0.2291
H -0.601 -7.671 0.480 0.2281
H 0.462 -6.298 2.246 0.2249
H 1.071 -3.954 1.786 0.2023
Cl -4.996 -1.708 0.140 -0.3583
Si -3.199 -2.605 -0.271 1.0885
Cl -3.392 -3.599 -2.050 -0.3525
Cl -2.807 -3.940 1.233 -0.3657
```



Going through the records in order, we get max |F| values of 0.1484; 0.0147; 0.0191 Eh/bohr.